1.
Molecular formula: C23H25GeN3O7RhS2Se
Method: DFT, the ωB97M-V functional and the def2-TZVPD basis

Results
- Total charge: -1
- HOMO level (alpha / beta): -4.84 / -4.83 eV
- Orbital gap (alpha / beta): 5.83 / 5.89 eV

Positions of all 63 atoms, in Å:
Rh 0.09 0.19 -0.36
O -2.19 -1.08 3.16
C -1.98 -0.92 1.96
O -1.19 -0.07 1.47
C -2.79 -1.83 1.02
C -3.88 -2.47 1.54
C -4.65 -3.33 0.75
C -4.35 -3.50 -0.60
C -3.27 -2.84 -1.16
C -2.40 -2.01 -0.35
O -1.35 -1.52 -0.85
N -3.01 -3.01 -2.53
O -2.20 -2.29 -3.11
O -3.64 -3.88 -3.13
N -5.75 -4.02 1.32
O -6.35 -4.82 0.62
O -6.04 -3.78 2.48
H -4.14 -2.31 2.57
H -4.97 -4.14 -1.21
S -0.23 2.60 -0.09
C 1.41 3.12 0.04
C 1.69 4.37 0.62
C 2.98 4.86 0.65
C 4.02 4.12 0.09
C 3.77 2.89 -0.47
C 2.48 2.37 -0.51
S 2.23 0.84 -1.29
H 0.87 4.93 1.04
H 3.18 5.82 1.09
H 5.03 4.52 0.11
H 4.57 2.30 -0.89
C 1.89 -3.99 1.88
C 1.26 -4.11 0.65
C 0.99 -2.96 -0.08
N 1.31 -1.75 0.36
C 1.89 -1.62 1.55
C 2.21 -2.72 2.34
H 2.13 -4.86 2.47
H 0.99 -5.07 0.26
H 0.51 -3.01 -1.05
H 2.13 -0.61 1.87
H 2.70 -2.58 3.29
C 0.89 4.56 -2.97
Ge -0.77 3.63 -3.52
C -1.11 4.37 -5.35
C -2.29 4.18 -2.38
C -0.50 1.67 -3.91
Se -0.99 0.14 -2.78
C -2.77 0.74 -2.29
H 0.73 5.63 -3.08
H 1.73 4.29 -3.61
H 1.17 4.37 -1.95
H -1.23 5.45 -5.27
H -2.01 3.96 -5.80
H -0.28 4.17 -6.01
H -2.24 5.25 -2.25
H -2.24 3.72 -1.40
H -3.25 3.93 -2.83
H 0.57 1.53 -4.10
H -1.02 1.48 -4.86
H -3.15 1.37 -3.08
H -2.71 1.28 -1.35
H -3.39 -0.14 -2.17



2.
Molecular formula: C5H8N2O
Method: DFT, the ωB97M-V functional and the def2-TZVPD basis

Results
- Total charge: 0
- ΔE to the lowest compared entry with this formula, charge and spin: 183.2 kcal per mole
- HOMO level: -9.70 eV
- Orbital gap: 10.35 eV

Positions of all 16 atoms, in Å:
C 0.49 -0.31 -1.04
C -1.44 -0.85 0.20
C -1.59 -1.87 -0.73
C 1.82 1.15 0.58
C 0.39 1.93 0.53
H -2.35 -0.41 1.12
H -0.60 -1.15 0.98
H -0.93 -2.52 -0.39
H -2.44 -2.09 -1.43
H 2.82 1.57 0.21
H 2.04 0.28 1.51
H 0.67 3.22 0.11
H -0.33 1.72 1.46
N -0.87 -0.48 -1.03
N 1.03 0.95 -0.51
O 1.31 -1.14 -1.57



3.
Molecular formula: C6H19N4
Method: DFT, the ωB97M-V functional and the def2-TZVPD basis

Results
- Total charge: +1
- ΔE to the lowest compared entry with this formula, charge and spin: 30.9 kcal per mole
- HOMO level: -12.77 eV
- Orbital gap: 10.24 eV

Positions of all 29 atoms, in Å:
C 2.14 1.97 -2.24
C -0.19 0.22 2.98
C -2.87 -0.94 -0.64
C 1.78 1.33 -0.80
C 0.66 0.30 -0.77
C 0.46 -0.16 0.67
N 0.91 -0.95 -1.55
N 0.69 -1.42 0.81
N 0.18 0.72 1.58
N -2.63 -1.31 0.84
H 1.39 2.71 -2.63
H 2.51 1.07 -2.95
H 2.98 2.56 -1.94
H 0.77 0.06 3.31
H -0.65 1.01 3.63
H -0.78 -0.76 3.07
H -1.94 -1.29 -1.10
H -3.69 -1.54 -0.96
H -2.79 0.16 -0.56
H 2.65 0.96 -0.20
H 1.29 2.18 -0.21
H -0.29 0.76 -1.16
H 0.20 -0.93 -2.29
H 1.80 -1.09 -2.02
H 0.68 -1.96 1.70
H 0.69 -2.05 -0.02
H -0.12 1.66 1.41
H -3.47 -1.03 1.25
H -2.37 -2.25 0.79



4.
Molecular formula: C3H5O4PS
Method: DFT, the ωB97M-V functional and the def2-TZVPD basis

Results
- Total charge: -2
- ΔE to the lowest compared entry with this formula, charge and spin: 47.0 kcal per mole
- HOMO level: 0.46 eV
- Orbital gap: 5.19 eV

Positions of all 14 atoms, in Å:
O -1.34 -0.25 1.69
P -1.80 0.15 0.29
O -1.56 1.62 -0.06
O -3.16 -0.36 -0.22
C -0.39 -0.85 -0.75
O 0.43 0.02 -1.45
C 1.09 0.75 -0.40
C 1.39 -0.23 0.68
S 0.73 -1.82 0.18
H -1.01 -1.57 -1.37
H 0.37 1.42 -0.13
H 1.99 1.40 -0.96
H 2.53 -0.35 1.04
H 0.71 0.08 1.46



5.
Molecular formula: C6H13NS
Method: DFT, the ωB97M-V functional and the def2-TZVPD basis

Results
- Total charge: 0
- ΔE to the lowest compared entry with this formula, charge and spin: 143.3 kcal per mole
- HOMO level (alpha / beta): -6.82 / -8.09 eV
- Orbital gap (alpha / beta): 6.54 / 8.74 eV

Positions of all 21 atoms, in Å:
C -0.15 -1.58 0.28
C -0.40 -1.19 -0.91
C -0.85 -1.11 -2.29
C -0.60 -0.59 2.45
C 1.64 1.85 -1.14
C 0.39 -0.50 1.29
N 0.38 1.80 -0.52
S -0.92 2.05 -1.46
H -0.41 -2.46 0.79
H -1.86 -1.47 -2.28
H -0.81 -0.08 -2.89
H -0.08 -1.65 -2.82
H -0.90 -1.62 2.75
H -0.08 -0.11 3.33
H -1.53 0.05 2.26
H 2.37 1.59 -0.33
H 1.68 1.21 -2.06
H 1.87 2.84 -1.40
H 0.48 0.50 0.83
H 1.38 -0.73 1.49
H -1.86 1.44 -0.60



6.
Molecular formula: C4H10O3
Method: DFT, the ωB97M-V functional and the def2-TZVPD basis

Results
- Total charge: 0
- ΔE to the lowest compared entry with this formula, charge and spin: 90.5 kcal per mole
- HOMO level: -7.91 eV
- Orbital gap: 8.08 eV

Positions of all 17 atoms, in Å:
C -1.31 -0.67 2.62
C -0.86 -1.25 1.48
C -0.55 -0.63 0.24
C -0.87 0.69 0.01
O -0.09 1.68 -0.57
H -1.72 -1.35 3.35
H -0.77 0.14 3.09
H -0.97 -2.33 1.38
H -0.22 -1.22 -0.61
H -1.88 1.04 0.21
H -0.06 1.24 -1.47
O 0.67 0.78 -2.95
H 1.54 0.57 -2.58
H 0.34 -0.04 -3.33
O 2.35 0.11 -0.45
H 2.72 0.97 -0.65
H 1.68 0.27 0.23



Computed calculated total energy, in the same sequence as the records: -6967.56592, -379.79625, -458.74638, -1157.81452, -689.12555, -384.00547 a.u..